Version i
Formula: C4H13N2O
Source: the OMol25 dataset
Level of theory: ωB97M-V/def2-TZVPD

As for the charge: +1. The calculation puts the highest occupied orbital energy at -13.123 eV. The HOMO-LUMO gap comes out at 10.04 eV.

Atoms and positions in Å:
N (1.007, -0.506, -1.544)
C (0.498, -1.698, -0.838)
C (0.651, -1.418, 0.698)
N (0.328, -0.027, 0.964)
C (-1.052, 0.405, 0.916)
C (-1.130, 1.858, 0.560)
O (-0.427, 2.025, -0.694)
H (2.022, -0.536, -1.663)
H (0.664, -0.384, -2.496)
H (0.772, 0.335, -0.977)
H (1.095, -2.570, -1.036)
H (-0.567, -1.782, -1.017)
H (1.671, -1.613, 1.027)
H (0.001, -2.053, 1.287)
H (0.833, 0.420, 1.718)
H (-1.570, 0.239, 1.870)
H (-1.661, -0.264, 0.305)
H (-2.177, 2.156, 0.486)
H (-0.580, 2.441, 1.300)
H (-0.377, 2.971, -0.865)

Atomic partial charges in e from the Löwdin method, atoms 1 to 4: atom 1 (N): 0.18, atom 2 (C): -0.11, atom 3 (C): -0.17, atom 4 (N): -0.10



Version ii
Formula: C4H13N2O
Source: the OMol25 dataset
Level of theory: ωB97M-V/def2-TZVPD

As for the charge: +1. The calculation puts the highest occupied orbital energy at -12.099 eV. The HOMO-LUMO gap comes out at 4.83 eV.

Atoms and positions in Å:
C (-2.740, -0.143, -0.139)
C (-1.299, 0.081, -0.817)
C (-0.557, 0.956, 0.167)
C (0.565, 0.468, 0.861)
N (1.967, 0.634, 0.657)
N (-1.115, 2.233, 0.254)
H (-2.553, -0.554, 0.944)
H (-3.494, 0.716, -0.201)
H (-3.256, -0.891, -0.781)
H (-0.861, -0.827, -0.742)
H (-1.546, 0.413, -1.825)
H (0.557, -0.290, 1.750)
H (2.093, 0.263, -0.214)
H (2.523, 1.498, 0.876)
H (2.114, -1.687, 2.052)
H (-1.460, 2.555, -0.687)
H (-0.469, 2.911, 0.461)
H (3.176, -3.857, -0.792)
H (1.680, -3.377, -1.241)
O (2.465, -3.139, -0.802)

Atomic partial charges in e from the Löwdin method, atoms 1 to 4: atom 1 (C): -0.07, atom 2 (C): -0.14, atom 3 (C): -0.20, atom 4 (C): -0.08



Version iii
Formula: C4H13N2O
Source: the OMol25 dataset
Level of theory: ωB97M-V/def2-TZVPD

As for the charge: +1. The calculation puts the highest occupied orbital energy at -14.049 eV. The HOMO-LUMO gap comes out at 10.92 eV.

Atoms and positions in Å:
O (0.672, -2.257, 0.766)
C (1.466, -2.622, -0.074)
C (2.105, -1.799, -1.145)
H (1.791, -3.683, -0.004)
H (3.187, -1.880, -1.070)
H (1.829, -0.743, -0.940)
H (1.836, -2.215, -2.128)
N (0.127, 0.357, 1.474)
C (-1.112, 1.093, 1.075)
C (-1.121, 1.467, -0.478)
N (-2.239, 2.372, -0.722)
H (0.088, -0.613, 1.037)
H (0.967, 0.846, 1.171)
H (0.076, 0.257, 2.482)
H (-2.005, 0.469, 1.189)
H (-1.216, 2.023, 1.679)
H (-0.212, 2.074, -0.648)
H (-1.076, 0.519, -1.033)
H (-2.131, 2.605, -1.701)
H (-3.031, 1.729, -0.928)

Atomic partial charges in e from the Löwdin method, atoms 1 to 4: atom 1 (O): 0.01, atom 2 (C): -0.26, atom 3 (C): -0.03, atom 4 (H): 0.14



Ordering by calculated energy gives the sequence version i, version iii, version ii, with the first entry being the most stable.



Version i
Formula: H2N2O3
Source: the OMol25 dataset
Level of theory: ωB97M-V/def2-TZVPD

The calculation puts the highest occupied orbital energy at -10.159 eV. The HOMO-LUMO gap comes out at 10.58 eV.

Atoms and positions in Å:
N (0.899, -0.365, -0.816)
N (0.158, 0.033, 0.162)
O (0.262, -0.602, -1.831)
O (0.636, 0.544, 1.338)
O (-1.181, 0.351, -0.067)
H (0.493, -0.042, 2.151)
H (-1.266, 0.081, -0.937)

Atomic partial charges in e from the Löwdin method, atoms 1 to 4: atom 1 (N): -0.03, atom 2 (N): -0.26, atom 3 (O): -0.06, atom 4 (O): 0.06



Version ii
Formula: H2N2O3
Source: the OMol25 dataset
Level of theory: ωB97M-V/def2-TZVPD

The calculation puts the highest occupied orbital energy at -10.126 eV. The HOMO-LUMO gap comes out at 10.17 eV.

Atoms and positions in Å:
O (-1.869, -0.249, -0.261)
O (0.014, 1.326, 0.115)
O (1.437, -0.773, -0.158)
N (-0.830, -0.904, -0.226)
N (0.213, -0.247, 0.031)
H (-0.906, 1.503, -0.168)
H (1.941, -0.656, 0.666)

Atomic partial charges in e from the Löwdin method, atoms 1 to 4: atom 1 (O): -0.06, atom 2 (O): 0.01, atom 3 (O): 0.09, atom 4 (N): -0.05



Ordering by calculated energy gives the sequence version i, version ii, with the first entry being the most stable.



Version i
Formula: CH4N3P
Source: the OMol25 dataset
Level of theory: ωB97M-V/def2-TZVPD

The calculation puts the highest occupied orbital energy at -8.917 eV. The HOMO-LUMO gap comes out at 10.01 eV.

Atoms and positions in Å:
C (0.794, 0.347, -0.525)
N (0.684, 1.364, 0.499)
N (0.095, 1.089, 1.523)
N (-0.584, -0.113, 1.525)
P (-0.322, -0.990, 0.067)
H (0.432, 0.715, -1.422)
H (1.873, -0.035, -0.727)
H (-1.297, -0.370, 2.150)
H (-1.505, -0.563, -0.618)

Atomic partial charges in e from the Löwdin method, atoms 1 to 4: atom 1 (C): -0.44, atom 2 (N): -0.09, atom 3 (N): -0.09, atom 4 (N): -0.30



Version ii
Formula: CH4N3P
Source: the OMol25 dataset
Level of theory: ωB97M-V/def2-TZVPD

The calculation puts the highest occupied orbital energy at -8.726 eV. The HOMO-LUMO gap comes out at 9.78 eV.

Atoms and positions in Å:
C (-0.140, 1.128, -0.103)
N (1.250, 0.759, -0.139)
N (1.524, -0.422, -0.181)
N (0.393, -1.269, 0.027)
P (-1.107, -0.491, -0.231)
H (-0.274, 1.619, 0.888)
H (-0.498, 1.596, -1.052)
H (0.459, -2.321, -0.255)
H (-1.606, -0.598, 1.046)

Atomic partial charges in e from the Löwdin method, atoms 1 to 4: atom 1 (C): -0.41, atom 2 (N): -0.10, atom 3 (N): -0.07, atom 4 (N): -0.35



Ordering by calculated energy gives the sequence version i, version ii, with the first entry being the most stable.



Version i
Formula: C12H34N4O5P3S2Sr
Source: the OMol25 dataset
Level of theory: ωB97M-V/def2-TZVPD

The calculation puts the highest occupied orbital energy (alpha / beta) at -7.599 / -8.423 eV. Its expectation value of S² is 0.753. The HOMO-LUMO gap (alpha / beta) comes out at 7.61 / 8.01 eV. Its spin multiplicity is 2.

Atoms and positions in Å:
Sr (-0.241, 1.691, 0.578)
C (-4.168, 0.318, 5.568)
C (-3.810, 1.690, 5.037)
O (-3.898, 1.766, 3.602)
P (-2.812, 1.096, 2.639)
S (-3.165, 1.867, 0.837)
S (-0.973, 1.262, 3.371)
O (-3.140, -0.468, 2.651)
C (-4.286, -1.008, 1.964)
C (-3.810, -1.896, 0.838)
H (-4.193, 0.348, 6.659)
H (-3.437, -0.428, 5.260)
H (-5.153, 0.013, 5.211)
H (-2.803, 1.980, 5.341)
H (-4.512, 2.443, 5.392)
H (-4.912, -0.196, 1.589)
H (-4.853, -1.569, 2.709)
H (-3.208, -1.320, 0.135)
H (-4.665, -2.320, 0.309)
H (-3.202, -2.712, 1.228)
C (4.690, -0.983, -0.096)
N (4.329, 0.361, 0.324)
C (5.415, 1.225, 0.756)
P (2.890, 1.034, -0.135)
O (2.199, 1.833, 0.959)
O (1.808, -0.697, -1.900)
P (0.360, -0.970, -1.617)
O (-0.159, -0.505, -0.263)
N (-0.080, -2.553, -1.824)
C (0.488, -3.268, -2.954)
C (-0.445, -3.389, -0.695)
N (-0.537, -0.157, -2.829)
C (-0.449, 1.282, -2.643)
C (-1.917, -0.568, -3.049)
N (3.197, 2.090, -1.386)
C (2.665, 3.431, -1.490)
C (3.783, 1.552, -2.604)
H (5.443, -0.961, -0.892)
H (3.808, -1.491, -0.485)
H (5.095, -1.548, 0.746)
H (6.109, 1.444, -0.065)
H (5.969, 0.743, 1.563)
H (5.012, 2.162, 1.139)
H (0.696, -2.575, -3.768)
H (-0.221, -4.021, -3.309)
H (1.425, -3.773, -2.689)
H (-0.823, -2.770, 0.113)
H (0.412, -3.966, -0.326)
H (-1.224, -4.095, -0.997)
H (0.544, 1.511, -2.226)
H (-1.299, 1.643, -2.029)
H (-0.498, 1.837, -3.584)
H (-1.968, -1.637, -3.236)
H (-2.312, -0.045, -3.923)
H (-2.566, -0.333, -2.191)
H (2.341, 3.774, -0.509)
H (1.828, 3.494, -2.197)
H (3.446, 4.110, -1.842)
H (4.073, 0.515, -2.453)
H (4.656, 2.144, -2.893)
H (3.058, 1.557, -3.423)

Atomic partial charges in e from the Löwdin method, atoms 1 to 4: atom 1 (Sr): 1.15, atom 2 (C): -0.08, atom 3 (C): -0.29, atom 4 (O): -0.34



Version ii
Formula: C12H34N4O5P3S2Sr
Source: the OMol25 dataset
Level of theory: ωB97M-V/def2-TZVPD

The calculation puts the highest occupied orbital energy (alpha / beta) at -3.272 / -8.098 eV. Its expectation value of S² is 0.750. The HOMO-LUMO gap (alpha / beta) comes out at 3.57 / 8.34 eV. Its spin multiplicity is 2.

Atoms and positions in Å:
Sr (-0.086, 0.467, -1.666)
C (5.271, 4.263, 0.599)
C (3.895, 3.691, 0.854)
O (3.732, 2.457, 0.125)
P (2.794, 2.406, -1.159)
S (2.879, 0.574, -1.897)
S (0.965, 3.091, -0.774)
O (3.574, 3.448, -2.102)
C (3.025, 3.780, -3.392)
C (2.701, 5.254, -3.435)
H (5.411, 5.170, 1.190)
H (5.389, 4.508, -0.455)
H (6.042, 3.545, 0.879)
H (3.110, 4.393, 0.570)
H (3.755, 3.437, 1.905)
H (2.132, 3.180, -3.583)
H (3.779, 3.506, -4.130)
H (1.937, 5.489, -2.695)
H (2.325, 5.526, -4.423)
H (3.590, 5.850, -3.227)
C (-4.159, -1.254, -1.133)
N (-3.900, -0.529, 0.109)
C (-4.933, 0.450, 0.451)
P (-2.404, -0.160, 0.658)
O (-1.749, 1.117, 0.283)
O (-1.543, -1.352, -0.071)
P (-0.213, -2.046, 0.558)
O (0.500, -1.252, 1.559)
N (0.623, -2.133, -0.882)
C (0.052, -2.709, -2.104)
C (2.042, -2.497, -0.701)
N (-0.736, -3.482, 1.144)
C (-0.188, -4.038, 2.374)
C (-1.554, -4.391, 0.356)
N (-2.457, -0.356, 2.270)
C (-3.130, -1.471, 2.913)
C (-1.590, 0.428, 3.150)
H (-5.208, -1.555, -1.134)
H (-3.548, -2.151, -1.186)
H (-3.963, -0.648, -2.023)
H (-5.894, -0.057, 0.551)
H (-5.018, 1.229, -0.311)
H (-4.695, 0.927, 1.402)
H (-0.932, -2.284, -2.320)
H (-0.016, -3.802, -2.072)
H (0.716, -2.438, -2.926)
H (2.463, -1.937, 0.128)
H (2.587, -2.231, -1.603)
H (2.154, -3.573, -0.525)
H (0.358, -3.266, 2.910)
H (0.486, -4.873, 2.163)
H (-1.004, -4.405, 3.001)
H (-1.994, -3.873, -0.494)
H (-2.369, -4.781, 0.971)
H (-0.970, -5.237, -0.019)
H (-3.681, -2.056, 2.179)
H (-3.835, -1.104, 3.663)
H (-2.403, -2.118, 3.412)
H (-1.083, 1.198, 2.578)
H (-0.839, -0.217, 3.608)
H (-2.197, 0.896, 3.929)

Atomic partial charges in e from the Löwdin method, atoms 1 to 4: atom 1 (Sr): 0.73, atom 2 (C): -0.08, atom 3 (C): -0.29, atom 4 (O): -0.34



Ordering by calculated energy gives the sequence version i, version ii, with the first entry being the most stable.